The following is a DFT calculation (wB97M-V/def2-TZVPD) of an isolated ion of composition C21H33BBrFN2O7PS and charge +1.

Calculated values
calculated total energy: -133172.6918 eV
total charge: +1
frontier orbital gap: 6.367 eV
E_HOMO: -11.13 eV
lowest unoccupied orbital energy: -4.77 eV

Last column: Mulliken charge in e.
Cartesian coordinates (Å):
C (-1.963, 1.711, 4.480)  -0.785
C (-1.876, 2.842, 3.307)  -0.204
O (-0.627, 2.577, 2.608)  -0.369
C (-0.480, 3.437, 1.457)  -0.929
C (-0.949, 2.726, 0.070)  0.052
O (0.088, 1.766, -0.249)  -0.005
C (-0.135, 1.032, -1.468)  -0.669
P (-1.450, 1.613, -2.719)  1.285
N (-1.210, 3.118, -3.249)  -0.979
O (-3.041, 1.633, -2.047)  -0.522
O (-1.445, 0.655, -4.161)  -0.428
N (1.268, 0.980, -2.053)  0.655
C (2.333, 2.022, -2.127)  0.051
F (1.913, 3.357, -1.850)  -0.334
C (3.431, 1.652, -0.970)  0.020
C (3.944, 2.991, -0.188)  -1.046
C (1.638, -0.189, -2.590)  0.706
C (2.963, -0.672, -3.321)  -0.649
C (3.124, -0.080, -4.825)  0.423
O (4.166, 0.569, -5.070)  -0.436
Br (1.714, -0.401, -6.204)  -0.065
S (0.314, -1.441, -2.393)  -0.250
C (-0.323, -0.484, -0.883)  0.726
C (-1.821, -1.077, -0.788)  -1.463
B (-2.682, -0.569, 0.496)  0.554
O (-2.174, -0.195, 1.787)  -0.237
O (-4.131, -0.459, 0.307)  -0.606
C (0.644, -0.940, 0.329)  0.290
C (0.336, -2.399, 0.902)  -0.218
C (-0.134, -2.514, 2.403)  -0.295
C (-0.505, -3.879, 3.053)  -0.703
C (-0.425, -5.214, 2.230)  0.605
C (-0.870, -6.557, 2.963)  -1.033
C (0.082, -5.104, 0.775)  -0.794
C (0.452, -3.733, 0.132)  -0.060
H (-1.225, 0.851, 4.270)  0.052
H (-1.720, 2.141, 5.508)  0.332
H (-3.004, 1.248, 4.535)  0.287
H (-1.854, 3.856, 3.860)  0.426
H (-2.808, 2.706, 2.657)  0.197
H (-1.170, 4.348, 1.602)  0.441
H (0.618, 3.771, 1.321)  0.181
H (-1.989, 2.289, 0.246)  0.106
H (-1.069, 3.585, -0.675)  0.342
H (-0.368, 3.491, -2.783)  0.284
H (-3.578, 2.206, -2.644)  0.352
H (-2.203, 0.029, -4.009)  0.330
H (2.884, 2.061, -3.143)  0.316
H (4.381, 1.186, -1.412)  0.290
H (2.908, 0.972, -0.218)  -0.081
H (3.164, 3.305, 0.587)  0.185
H (4.866, 2.652, 0.417)  0.387
H (4.217, 3.829, -0.923)  0.309
H (2.901, -1.817, -3.439)  0.477
H (3.934, -0.464, -2.747)  0.228
H (-2.464, -0.839, -1.721)  0.072
H (-1.819, -2.236, -0.737)  0.435
H (-1.423, 0.417, 1.605)  -0.026
H (-4.462, -1.357, 0.559)  0.300
H (0.591, -0.227, 1.240)  0.235
H (1.764, -0.943, 0.036)  0.422
H (-0.206, -1.570, 3.032)  0.149
H (-0.841, -3.853, 4.152)  0.279
H (-1.236, -7.315, 2.182)  0.312
H (-0.111, -6.979, 3.700)  0.264
H (-1.809, -6.289, 3.586)  0.302
H (0.150, -6.073, 0.158)  0.285
H (0.817, -3.756, -0.944)  0.245